Entry 1:
A cluster of 4 separate species, C5H19N2O3S in total. Source: the Open Molecules 2025 dataset; level of theory: ωB97M-V/def2-TZVPD.

```
30
Properties=species:S:1:pos:R:3:forces:R:3:lowdin_charge:R:1
H 0.487 -1.298 -0.623 -0.645 -0.006 -0.179 0.122
H -1.965 -0.402 -0.217 -0.067 0.083 0.261 0.086
C -0.218 -2.833 1.481 -1.941 0.097 0.082 -0.146
H -0.699 -0.943 2.011 0.242 0.028 0.015 0.059
O 1.517 1.295 -3.881 0.308 -0.677 -0.099 -0.105
H 0.636 0.904 -3.716 0.105 0.101 0.064 -0.025
H -0.169 -2.921 2.565 0.900 0.034 -0.035 0.055
S 1.874 -0.531 2.748 -0.316 0.272 -0.352 0.244
O -0.835 0.020 -3.178 -0.413 0.710 0.235 -0.086
H 0.353 1.059 -0.802 -0.332 0.114 -0.109 0.107
C -2.560 1.502 0.249 -0.545 -0.225 -1.351 -0.123
H 2.329 1.780 2.465 -0.370 -1.139 -0.382 -0.101
H 2.141 0.330 0.487 0.286 -0.130 -0.155 0.029
H -2.496 1.389 1.332 0.097 0.597 0.056 0.080
O 2.275 2.616 1.990 0.309 1.892 0.175 -0.127
C 0.279 -0.733 0.295 1.031 0.121 0.766 -0.432
H -0.829 -0.923 -3.016 -0.034 -0.131 0.225 0.041
C 1.727 -0.588 0.910 -0.491 -0.118 0.508 -0.648
H -2.371 2.482 -0.199 0.476 0.240 0.915 0.078
H 2.323 -1.445 0.586 0.053 0.190 -0.223 0.025
C -0.302 0.661 -0.012 1.581 -0.903 -0.353 -0.225
H 2.091 0.508 -3.854 -0.246 0.624 0.021 0.031
H -3.601 1.376 -0.072 0.014 -0.543 0.220 0.067
H 2.015 2.548 1.072 0.004 -0.723 0.170 -0.003
H -1.215 0.444 -2.357 0.144 -0.670 -0.295 0.036
N -1.688 0.551 -0.443 -0.146 0.445 -0.088 -0.151
H 0.664 -3.144 0.937 0.311 -0.003 0.288 0.068
N -0.664 -1.463 1.137 0.229 -0.298 -0.204 -0.124
H -0.048 1.282 0.856 -0.866 0.039 0.252 0.110
H -1.052 -3.520 1.250 0.322 -0.026 -0.428 0.056
```
Forces are in eV/Å.

## Properties
Net charge: -1
Gap between HOMO and LUMO (Eh): 0.2353
Energy above the lowest of the compared OMol25 structures with the same formula, charge and spin (kJ/mol): 25.8

Entry 2:
A cluster of 11 separate species, C44H67NO30 in total. Source: the Open Molecules 2025 dataset; level of theory: ωB97M-V/def2-TZVPD.

```
142
Properties=species:S:1:pos:R:3:forces:R:3:lowdin_charge:R:1
H 2.298 -3.672 -4.036 0.357 0.371 -0.149 0.134
H 1.741 3.785 1.717 -0.782 0.326 0.657 0.104
H -0.562 -5.542 1.208 -1.061 -0.181 0.355 0.147
C -6.812 3.281 -0.989 0.587 -1.914 1.407 -0.076
C -0.403 -2.252 -0.283 0.147 1.198 2.443 0.002
C -3.367 -6.424 1.050 -1.125 -0.656 -1.164 -0.538
H -2.997 -6.119 4.178 -0.193 -0.655 0.264 0.090
C -1.341 -5.966 1.898 1.926 -0.392 1.252 -0.090
O 5.198 2.708 4.049 -1.795 0.206 0.150 0.113
C 2.080 4.178 3.719 1.755 -0.644 0.295 -0.275
O -1.850 3.578 2.031 -0.281 0.102 -0.158 0.147
C 4.371 3.564 -2.789 -1.210 0.662 1.326 0.006
H 7.404 2.413 -1.290 0.586 -0.232 0.314 0.079
H -1.930 -4.748 4.525 0.365 0.169 0.629 0.088
C -3.054 1.017 -4.666 -1.114 0.733 0.860 -0.042
C -2.079 1.370 -6.940 0.909 2.580 1.030 -0.019
H 5.243 3.268 -2.204 0.251 0.160 -0.391 0.074
C 3.341 2.503 -2.598 -1.357 0.356 1.237 -0.281
H -4.100 0.661 3.885 -0.010 0.502 -0.480 0.139
O -5.270 2.884 -2.602 -0.066 -0.209 0.056 0.035
C -2.741 -5.112 3.928 -0.331 0.471 -0.727 0.004
C -2.187 2.542 2.511 0.523 0.088 0.732 -0.566
H -1.948 -0.109 -0.022 0.997 0.680 -0.258 0.143
H 1.213 2.163 3.647 -0.002 -0.899 -0.677 0.088
C 6.275 0.627 1.827 0.529 0.461 -1.084 -0.221
H -1.008 0.972 -1.260 -0.278 -0.416 1.278 0.128
H -1.978 -3.981 2.307 -0.008 0.768 -0.100 0.125
C -1.999 0.517 3.529 1.002 -0.766 -0.030 -0.312
C -4.074 -2.517 0.676 -0.033 -1.624 -3.046 -0.587
H 1.445 -1.208 -5.160 -1.128 0.685 -0.694 0.122
H 0.448 -2.905 -0.387 0.306 -0.347 0.071 0.080
H 0.285 4.382 2.613 -0.425 -0.183 -0.092 0.069
H -5.131 1.849 -0.865 -0.194 -0.070 0.369 0.148
O 1.408 2.154 -1.315 -1.280 0.090 -0.799 0.054
C 3.448 -1.794 -5.714 -0.105 0.097 -0.560 -0.015
C 1.040 2.531 -2.589 0.521 -0.097 1.145 -0.534
O 1.211 -0.547 0.062 0.899 0.778 1.222 0.091
C 0.992 0.472 0.886 -0.421 1.514 0.675 -0.528
C -5.023 -3.371 -1.280 1.949 1.061 0.486 -0.249
O -2.132 -6.950 1.260 -1.061 -0.181 -0.618 0.073
H -3.764 -0.030 2.260 0.608 0.562 0.899 0.119
H -4.301 -5.343 -1.550 -0.401 0.114 -0.204 0.082
H 2.128 4.899 4.542 -0.368 0.240 -0.374 0.158
O 1.761 0.996 1.670 -0.599 -1.200 -1.117 0.123
H 3.564 1.604 -3.076 1.059 -1.701 -0.063 0.103
H 3.548 -0.036 3.877 0.358 0.197 -0.280 0.139
C 3.691 -1.077 4.145 -0.270 -0.439 -0.284 -0.330
C 2.349 -1.492 -4.711 0.526 -2.527 1.504 -0.288
H -1.465 -0.213 2.878 -0.154 0.438 0.523 0.151
C -5.343 2.878 -1.148 0.863 1.281 -1.419 -0.282
H -1.131 1.303 -7.432 0.354 -0.111 -0.733 0.084
H 3.056 -2.387 -6.568 0.227 0.420 0.522 0.100
H 5.729 -1.202 4.000 0.258 -0.053 0.533 0.058
H 3.816 -0.831 -6.063 -0.099 0.057 -0.411 0.086
O 2.949 -2.329 -2.594 0.062 -0.067 -0.339 0.061
O -3.435 -5.222 1.606 -0.843 0.896 0.520 0.065
C 4.015 2.994 4.053 1.663 -0.614 -0.088 -0.560
C 4.993 -1.392 4.790 0.304 1.368 1.078 -0.019
H -1.107 2.102 -5.155 -1.047 -0.360 0.141 0.153
O -1.034 0.070 -5.173 0.423 -0.113 -0.452 0.074
H -4.223 3.638 0.473 0.366 0.023 -0.153 0.067
H -2.801 0.706 -7.292 -1.001 -1.237 -0.542 0.067
H 4.676 1.734 1.283 -1.168 0.310 0.075 0.079
H -1.205 -2.609 -0.876 -0.872 -0.195 -0.555 0.056
O -2.611 0.024 -3.680 -1.681 0.885 0.273 0.079
C -1.512 -0.546 -4.092 1.783 -1.795 0.073 -0.581
O 0.411 -2.017 4.446 -0.289 0.203 0.512 0.137
H -3.403 1.938 -4.160 0.217 -0.701 0.129 0.132
O -0.281 0.961 0.723 0.380 -0.090 0.469 0.036
H -3.978 0.628 -5.219 1.612 0.196 0.475 0.162
H -6.983 -3.117 -0.363 0.730 0.101 0.322 0.148
O -0.084 2.600 -2.985 -0.186 -0.268 0.115 0.150
H 8.178 1.659 0.178 0.563 -0.798 -0.287 0.066
C 3.450 -2.040 3.010 0.356 -0.331 -0.795 -0.103
H -4.654 4.877 -0.648 0.450 -0.174 -0.475 0.088
H 2.960 3.251 -0.566 0.012 0.851 0.372 0.124
O -1.410 1.805 3.335 -0.094 0.519 -0.714 0.064
C 6.447 2.700 0.555 -2.179 -0.227 -0.546 -0.259
O 3.062 2.322 4.761 -0.384 0.451 -1.265 0.047
H -2.031 -0.849 5.167 -0.592 -0.900 0.172 0.071
C -1.821 0.179 4.994 1.078 0.006 -0.383 -0.015
C -6.510 2.680 -3.131 1.869 0.641 0.750 -0.593
H 6.607 3.119 1.508 0.317 0.501 1.220 0.096
H 5.826 3.410 0.014 -0.382 0.208 0.089 0.091
O -5.379 -2.644 0.892 -0.310 0.456 0.422 0.081
O 2.551 -1.395 4.960 -1.135 -0.112 0.598 0.096
H -0.749 0.230 5.261 -0.473 0.291 -0.205 0.089
H -6.084 -4.474 0.320 0.380 0.052 -0.270 0.140
H 3.206 1.523 -0.587 -0.104 0.010 -0.216 0.106
H -6.985 4.326 -0.889 -0.009 0.940 -0.241 0.123
C -4.270 3.849 -0.603 -0.997 -0.556 0.798 -0.001
H -2.446 2.416 -7.039 0.068 -0.596 -0.476 0.114
O -0.974 -1.528 -3.581 -1.083 1.795 -0.766 0.095
O -6.645 2.516 -4.289 -0.934 -0.462 -1.138 0.167
H 4.544 3.758 -3.837 0.368 0.060 -0.110 0.091
H 3.901 4.441 -2.282 0.785 -0.110 -0.609 0.110
H 3.799 -1.734 2.035 0.162 0.310 -0.199 0.136
H -2.394 0.817 5.650 -0.250 0.229 0.097 0.088
C 1.744 2.804 4.302 1.035 1.563 2.042 -0.056
H 4.341 -2.294 -5.330 -0.332 -0.184 0.386 0.092
C -0.950 0.309 -0.346 0.145 -0.840 -1.082 -0.057
O -4.296 -6.905 0.420 2.023 0.426 1.089 0.117
O 3.509 4.003 3.331 -0.779 -0.227 0.655 0.066
O -3.692 -3.046 -0.555 -2.529 0.167 0.713 0.037
C 7.680 2.516 -0.227 0.712 -0.010 -0.556 -0.106
H 8.390 3.340 -0.093 -0.316 0.053 -0.221 0.086
H -0.783 -6.485 2.700 -0.146 0.217 -0.347 0.140
O 2.048 -2.166 2.956 -0.732 0.091 -0.222 0.057
O -3.404 1.983 2.388 -0.032 0.366 -0.248 0.059
O -3.311 -2.017 1.409 1.366 1.034 1.638 0.137
H -4.053 -4.243 -2.904 -0.429 -0.288 -0.066 0.096
H 5.353 0.824 -0.084 -0.013 -0.136 -0.227 0.098
H -5.679 -4.952 -2.593 -0.611 -0.116 -0.375 0.086
H 5.191 -0.749 5.705 -0.101 -0.712 -1.237 0.119
H 1.534 5.463 2.055 0.221 0.844 0.191 0.081
C 1.557 -1.851 4.165 0.564 -0.238 -0.145 -0.562
C -2.329 -4.971 2.503 0.520 -0.640 -1.595 -0.298
O 4.200 -0.551 -2.052 0.733 0.752 0.696 0.171
H 3.846 -3.041 3.215 0.224 0.181 0.164 0.142
O -7.437 2.757 -2.175 -0.446 0.152 0.608 0.083
C -1.799 1.287 -5.473 0.514 -1.184 0.042 -0.296
C 3.403 -1.069 -2.747 -1.489 -1.142 -0.664 -0.567
H 0.363 -0.805 -1.719 -0.409 -0.117 0.291 0.130
O 2.119 2.822 -3.280 -0.360 1.090 -1.220 0.104
O 2.761 -0.490 -3.800 0.756 0.926 0.236 0.056
H -3.256 3.708 -1.035 -0.863 0.117 0.132 0.101
C -3.410 0.713 3.022 -1.323 -1.319 -0.080 -0.088
H -7.166 2.782 -0.068 -0.469 0.172 -0.699 0.144
C 2.055 -2.661 -3.688 0.527 -0.029 -0.399 -0.045
C 5.564 1.420 0.794 1.505 0.306 0.926 -0.139
H -0.725 -2.200 0.837 0.491 -0.351 -1.870 0.119
H -3.605 -4.455 4.019 -0.055 -0.054 0.466 0.099
C -5.961 -3.464 -0.096 -1.304 -0.598 -0.727 -0.101
H -5.154 -2.468 -1.904 -0.425 -0.312 0.459 0.156
N 7.090 0.218 2.524 -0.176 -0.502 0.350 0.170
H 1.035 -2.731 -3.326 -0.126 0.592 0.051 0.098
C 1.348 4.502 2.488 0.126 -0.727 -1.470 -0.013
C 0.039 -0.848 -0.667 -0.630 -0.735 -1.467 -0.308
C 2.783 2.366 -1.136 1.470 -1.063 -0.983 -0.078
C -4.790 -4.559 -2.151 1.649 -0.166 0.568 -0.018
H 4.989 -2.431 5.074 0.194 -0.400 0.173 0.081
H 1.202 2.992 5.230 -0.327 -0.421 -0.175 0.137
```
Forces are in eV/Å.

## Properties
Net charge: 0
Gap between HOMO and LUMO (Eh): 0.3892

Entry 3:
The molecule C3ClF6NO. Source: the Open Molecules 2025 dataset; level of theory: ωB97M-V/def2-TZVPD.

```
12
Properties=species:S:1:pos:R:3:forces:R:3:lowdin_charge:R:1
F -1.451 -1.068 -0.661 -0.188 -0.369 -0.692 0.059
F 1.176 1.864 -0.202 1.099 0.534 0.619 0.155
F 0.973 -1.587 -1.552 0.994 0.641 -1.705 0.206
F 1.467 -2.823 0.170 -0.511 0.496 -0.168 0.136
C -0.063 2.129 0.205 1.757 2.288 -1.141 -0.687
C 0.531 -2.158 -0.500 0.762 -1.456 0.732 -0.346
F -0.556 2.912 -0.788 -0.630 -0.419 0.690 0.137
F -0.089 2.879 1.330 0.218 -0.783 -0.508 0.156
C -0.470 -1.365 0.191 -1.612 1.027 0.925 -0.831
O 0.090 -0.073 0.603 -0.666 0.299 0.025 -0.011
Cl -1.192 -2.326 1.474 0.336 0.406 0.485 0.807
N -0.761 0.953 0.286 -1.558 -2.664 0.738 0.219
```
Forces are in eV/Å.

## Properties
Net charge: 0
Gap between HOMO and LUMO (spin up / spin down) (Eh): 0.3699 / 0.3010
Energy above the lowest of the compared OMol25 structures with the same formula, charge and spin (kJ/mol): 247.5

Entry 4:
A structure of composition C3H5O3. Source: the Open Molecules 2025 dataset; level of theory: ωB97M-V/def2-TZVPD.

```
11
Properties=species:S:1:pos:R:3:forces:R:3:lowdin_charge:R:1
O 1.580 -0.010 -0.802 0.850 0.923 0.618 -0.088
H -0.537 2.179 -1.049 -0.231 -0.518 1.232 -0.011
O -0.053 -1.021 0.653 0.221 -0.671 0.151 -0.039
H 1.572 0.659 -2.694 -0.005 -0.474 0.035 0.077
H -0.725 1.020 -2.466 0.095 1.238 -0.993 0.014
C 1.100 0.783 -1.703 -1.306 -1.096 -0.515 -0.383
C -0.920 -0.424 1.379 -0.291 0.821 -0.255 -0.546
H 0.729 -0.455 -0.098 -0.132 0.496 0.349 0.023
H -1.123 0.630 1.072 0.149 -0.069 0.026 0.109
C -0.077 1.510 -1.738 0.455 -0.331 -0.571 -0.100
O -1.560 -0.870 2.323 0.195 -0.318 -0.078 -0.056
```
Forces are in eV/Å.

## Properties
Net charge: -1
Gap between HOMO and LUMO (Eh): 0.2819
Energy above the lowest of the compared OMol25 structures with the same formula, charge and spin (kJ/mol): 171.3

Entry 5:
The molecule C26H38N4O6. Source: the Open Molecules 2025 dataset; level of theory: ωB97M-V/def2-TZVPD.

```
74
Properties=species:S:1:pos:R:3:forces:R:3:lowdin_charge:R:1
H 2.188 -3.317 1.745 -0.122 -0.082 0.050 0.082
N 1.396 1.443 -0.551 -0.101 -0.398 -0.065 0.061
C -0.115 -0.441 -1.101 -0.071 -0.348 -0.143 -0.087
H 3.468 -3.279 0.529 0.022 -0.092 -0.086 0.077
H 4.065 1.212 -0.810 0.111 -0.058 0.103 0.090
H 1.591 0.127 -2.141 0.087 -0.013 0.271 0.149
C -0.442 -1.743 -0.744 -0.060 -0.088 -0.129 -0.139
H -3.840 -3.981 -1.303 0.015 0.017 0.043 0.096
O 0.166 0.791 1.207 -0.067 -0.076 0.255 0.038
O -5.119 -1.002 0.877 -0.745 0.063 -0.423 -0.023
H -0.859 1.409 -1.889 0.057 0.152 -0.050 0.111
C 0.856 -3.684 -1.064 0.155 -0.251 -0.352 -0.050
C -2.399 -0.053 -1.760 0.120 0.049 -0.104 -0.072
C 3.215 -3.019 1.552 -0.012 0.183 -0.023 -0.030
H 3.039 3.204 0.572 0.053 -0.002 0.139 0.095
H 3.721 -1.608 3.871 0.058 -0.057 0.057 0.085
H 1.596 -0.400 1.338 0.059 0.043 -0.128 0.110
O -2.014 -3.465 -0.457 0.414 0.271 0.017 -0.076
C -3.723 0.624 1.011 -1.007 -0.460 -0.186 -0.313
H -4.967 2.085 -0.130 -0.090 0.172 -0.117 0.107
H 0.678 3.439 -2.269 -0.099 0.068 0.029 0.078
H 2.240 3.571 -3.075 0.073 0.074 -0.099 0.090
C 3.031 -1.124 3.185 0.041 -0.032 -0.278 -0.034
H 3.108 -0.047 3.320 0.011 0.131 0.028 0.083
H 1.307 2.082 -3.205 -0.039 -0.095 -0.103 0.084
C -1.776 -2.190 -0.866 0.085 -0.007 -0.050 -0.191
H -3.754 -1.683 -1.519 -0.109 -0.058 0.063 0.106
H 3.878 -3.551 2.231 0.084 -0.069 0.093 0.085
C -2.738 -1.345 -1.395 0.009 -0.286 -0.024 -0.024
C 3.576 1.619 -1.691 -0.161 -0.030 0.011 -0.023
H 1.555 -3.358 -1.843 -0.041 -0.016 0.088 0.093
C -1.052 3.116 1.769 0.132 -0.015 -0.199 -0.082
O -2.963 3.279 0.330 -0.152 0.196 -0.234 0.077
H -3.922 -3.201 0.307 0.021 -0.019 -0.049 0.080
H -6.953 -0.891 -1.199 -0.047 -0.018 -0.068 0.086
H 0.969 3.652 1.366 0.024 0.015 -0.148 0.114
C -7.014 -0.161 -0.393 0.146 -0.200 0.126 0.001
H 2.019 -1.434 3.435 -0.142 -0.043 0.078 0.087
H 2.038 4.339 -0.361 -0.062 0.071 0.079 0.073
H -3.305 -4.865 0.146 -0.052 0.048 -0.046 0.096
H -7.719 -0.537 0.347 -0.091 0.012 0.009 0.088
C 0.603 1.707 0.514 0.229 0.461 0.146 -0.402
C 0.170 3.128 0.842 -0.259 -0.080 0.248 -0.078
O 3.111 -1.511 -1.161 0.188 -0.260 -0.173 0.055
C -2.293 2.591 1.068 0.288 -0.037 0.435 -0.460
H 1.347 -4.413 -0.422 0.010 -0.024 -0.044 0.091
C -1.108 0.398 -1.606 -0.040 -0.087 -0.054 -0.033
H 4.982 -1.292 0.342 0.073 -0.011 -0.070 0.076
H 4.256 2.320 -2.170 0.002 0.107 -0.008 0.091
C 4.783 -1.066 1.386 -0.186 -0.085 0.020 -0.034
H 4.899 0.004 1.546 0.010 0.119 0.041 0.079
H -3.153 0.604 -2.167 -0.070 0.054 -0.013 0.111
N -2.589 1.298 1.388 0.104 -0.438 0.277 0.172
H -0.833 2.518 2.653 0.001 0.095 -0.007 0.119
H 5.506 -1.591 2.004 0.112 -0.066 0.098 0.083
C 2.292 2.364 -1.286 0.223 0.521 -0.329 -0.517
H -1.865 0.734 1.821 -0.005 0.211 -0.056 0.142
C 2.770 3.542 -0.425 -0.099 -0.061 -0.095 -0.040
C 3.360 -1.509 1.743 0.330 -0.126 -0.021 -0.574
H -1.263 4.144 2.069 -0.053 -0.091 -0.021 0.128
C -3.352 -3.885 -0.327 -0.285 -0.072 0.032 -0.066
N -3.905 -0.627 1.365 1.112 0.387 0.546 0.116
C 1.581 2.895 -2.536 0.117 -0.103 0.206 -0.020
C -4.843 1.107 0.277 -0.262 -0.436 0.030 0.050
H -7.374 0.782 -0.791 -0.033 0.029 -0.021 0.087
C -5.681 0.034 0.226 0.478 0.559 0.031 -0.317
H -0.077 3.666 -0.072 0.123 0.096 -0.018 0.119
H 3.661 3.966 -0.881 0.034 0.004 -0.057 0.087
C 2.356 -0.879 -0.444 -0.129 0.581 -0.181 -0.458
N 2.418 -0.789 0.889 0.018 0.056 0.487 0.144
H -0.025 -4.137 -1.519 0.028 0.015 0.080 0.090
C 1.313 0.070 -1.083 -0.025 -0.279 -0.054 -0.103
H 3.411 0.805 -2.388 -0.020 -0.099 -0.035 0.081
O 0.514 -2.588 -0.233 -0.521 0.310 0.140 -0.100
```
Forces are in eV/Å.

## Properties
Net charge: 0
Gap between HOMO and LUMO (Eh): 0.3222
Energy above the lowest of the compared OMol25 structures with the same formula, charge and spin (kJ/mol): 108.0

What is the net charge in the second record?
0

Which value of net charge does entry 4 give?
-1

net charge of number 4 (C3H5O3)?
-1